A cluster of 2 separate species, C6H18N2O2P in total, computed with ωB97M-V/def2-TZVPD.

Each line ends with the natural charge from an NBO analysis.
Geometry (Å):
C  0.530  -0.067  2.197  -0.624
C  -1.452  -1.364  1.725  -0.648
C  1.042  0.311  -3.216  -0.669
C  1.310  -1.516  -1.370  -0.711
C  -0.832  -0.011  1.591  -0.154
C  1.549  -0.076  -1.770  0.532
N  -1.701  1.062  2.041  -0.877
N  2.310  0.873  -1.186  -0.714
O  -2.397  0.138  -0.705  -0.962
O  -0.682  2.021  -0.045  -1.045
P  -0.818  0.416  -0.304  1.378
H  0.945  -1.017  1.745  0.212
H  0.502  -0.074  3.294  0.238
H  1.052  0.804  1.772  0.205
H  -2.438  -1.380  1.170  0.225
H  -0.866  -2.182  1.256  0.211
H  -1.745  -1.620  2.691  0.227
H  1.869  0.276  -3.901  0.259
H  0.850  1.350  -3.178  0.240
H  0.259  -0.297  -3.557  0.250
H  1.258  -1.691  -0.310  0.246
H  1.996  -2.098  -1.928  0.264
H  0.386  -1.922  -1.737  0.270
H  -1.490  1.267  2.969  0.377
H  -2.680  0.749  2.041  0.377
H  -1.020  2.535  0.720  0.538
H  2.175  1.839  -1.385  0.428
H  2.933  0.809  -0.338  0.437
H  -2.844  0.865  -0.280  0.490

Properties
**Total energy**: -22871.5038 eV
**Net charge**: +1
**Energy relative to the best compared isomer or geometry (same formula, charge and spin)**: 73.35 kJ/mol
**Gap between HOMO and LUMO**: 8.0 eV
**2S+1**: 1